(1)
Here is 14 unconnected molecules or ions with the total composition CH26F3O16S in a non-equilibrium geometry from the Open Molecules 2025 dataset. Energies are from wB97M-V/def2-TZVPD.

Charge: -1
Spin multiplicity: 1
Highest occupied orbital energy: -8.32 eV
ΔE to the lowest compared entry with this formula, charge and spin: 16.5 kcal per mole

Geometry (Å):
C1 0.08216 0.82486 0.31436
F1 1.17689 0.39330 0.92300
F2 -0.79722 1.21174 1.21765
F3 0.39015 1.83357 -0.48956
S1 -0.67253 -0.58239 -0.75795
O1 0.20164 -0.82221 -1.89680
O2 -0.82929 -1.70711 0.15539
O3 -1.94858 -0.06119 -1.20090
O4 3.30104 -1.83417 0.98378
H1 3.90480 -1.13495 1.25195
H2 2.88789 -1.49620 0.16246
O5 -3.60878 0.31804 2.74764
H3 -4.15434 -0.45901 2.90145
H4 -2.70329 -0.01622 2.74932
O6 3.50002 1.91819 2.89470
H5 3.76471 1.71523 1.99354
H6 3.04825 1.11862 3.20470
O7 2.32610 4.37882 -0.39817
H7 2.56367 3.45129 -0.48872
H8 3.05339 4.85937 -0.80690
O8 0.73760 0.51381 -4.41917
H9 0.60461 0.02772 -3.59033
H10 0.43796 -0.09291 -5.10245
O9 -1.03387 3.72418 3.50385
H11 -0.13707 4.02810 3.32723
H12 -1.33263 3.35301 2.66511
O10 3.14866 -0.39703 -1.47765
H13 3.21717 0.48449 -1.09757
H14 2.23166 -0.45309 -1.80664
O11 0.24651 -3.24885 -3.58739
H15 -0.52864 -3.13681 -4.14755
H16 0.14995 -2.56813 -2.90527
O12 -3.32985 -0.72888 -3.50414
H17 -2.88200 -0.74913 -2.63543
H18 -3.48719 0.20479 -3.66890
O13 -3.13992 2.63236 -0.91550
H19 -2.94204 1.71273 -1.15137
H20 -2.61294 3.15680 -1.52640
O14 -3.10563 -3.32959 -0.63273
H21 -3.70736 -2.90686 -0.01332
H22 -2.30385 -2.78193 -0.59969
O15 2.42225 -0.90804 3.73776
H23 3.01636 -1.09333 2.99266
H24 2.59625 -1.61717 4.36397
O16 -0.96842 -3.23623 2.51922
H25 -0.97174 -2.80492 1.64580
H26 -1.81252 -3.69468 2.56495

Atoms 1-2, force components in eV/Å:
-0.73 -1.54 -1.12
0.34 0.06 0.14


(2)
Here is a single C3H4Cl2 molecule in a non-equilibrium geometry from the Open Molecules 2025 dataset. Energies are from wB97M-V/def2-TZVPD.

Charge: 0
Spin multiplicity: 1
Highest occupied orbital energy: -9.89 eV
SMILES string: C/C(Cl)=C/Cl
ΔE to the lowest compared entry with this formula, charge and spin: 56.6 kcal per mole

Geometry (Å):
C1 -0.95981 0.67630 0.16559
C2 0.05315 -0.57262 -0.28911
Cl1 -0.53860 -2.31203 -0.01678
C3 1.30228 -0.19897 -0.34370
Cl2 2.90238 -1.05416 0.07974
H1 -0.82809 1.75947 0.22115
H2 -1.54930 0.25843 1.15966
H3 -1.84013 0.72396 -0.63758
H4 1.45812 0.71962 -0.33896

Atoms 1-2, force components in eV/Å:
-4.48 -3.67 -0.90
-2.12 0.56 2.13


(3)
Here is 4 unconnected molecules or ions with the total composition C38H46F10N2O12S2 in a non-equilibrium geometry from the Open Molecules 2025 dataset. Energies are from wB97M-V/def2-TZVPD.

Charge: 0
Spin multiplicity: 1
Highest occupied orbital energy: -9.21 eV
SMILES string: C#C[C@]1(S)C(=O)O[C@@](CCOCC)(CC(=O)F)[C@@]1(CCSc1nnco1)C[C@H](C)OCc1ccccc1.CCOC(=O)C(F)(F)F.CCOC(=O)C(F)(F)F.CCOC(=O)C(F)(F)F

Geometry (Å):
C1 -3.09774 -0.54746 3.31368
C2 -1.92747 -0.29552 3.22712
C3 -0.58422 0.23544 3.02670
S1 0.30384 -0.16984 4.62863
C4 -0.45958 1.76904 2.98458
O1 -1.20651 2.57498 3.44225
O2 0.67568 2.02832 2.33677
C5 1.25753 0.89755 1.56292
C6 1.37702 1.49605 0.16361
C7 2.27829 2.74043 0.08990
O3 1.52346 3.79716 -0.51160
C8 2.35759 4.91179 -0.76160
C9 1.54407 6.22133 -0.78502
C10 2.60741 0.69790 2.26349
C11 3.65738 -0.01228 1.44086
O4 4.11481 0.31285 0.40203
F1 4.13851 -1.11860 2.05568
C12 0.17840 -0.22655 1.76093
C13 -0.82018 -0.39441 0.60875
C14 -1.73760 0.81806 0.35513
S2 -2.18345 0.90562 -1.41405
C15 -3.01870 2.43741 -1.45758
N1 -4.28373 2.64602 -1.27217
N2 -4.48211 3.99463 -1.41834
C16 -3.32770 4.51432 -1.66934
O5 -2.35343 3.59046 -1.71026
C17 0.71780 -1.64911 2.09007
C18 1.21775 -2.54760 0.94554
C19 2.09830 -3.64631 1.57781
O6 1.93636 -1.81528 -0.03848
C20 2.34286 -2.64225 -1.12196
C21 1.78652 -2.29866 -2.49005
C22 2.02794 -3.22753 -3.50133
C23 1.55161 -3.05453 -4.78936
C24 0.80591 -1.91892 -5.10244
C25 0.58974 -0.98036 -4.10927
C26 1.06950 -1.15597 -2.81439
H1 -4.12040 -0.82679 3.41119
H2 -0.28780 0.77755 5.37660
H3 1.82320 0.74160 -0.47988
H4 0.41685 1.80027 -0.24202
H5 2.60155 3.08889 1.07274
H6 3.13303 2.52472 -0.55477
H7 2.88616 4.76392 -1.71236
H8 3.13501 5.01143 0.00347
H9 2.11329 6.99763 -0.27405
H10 0.61736 6.05336 -0.23885
H11 1.38044 6.53113 -1.80401
H12 2.50089 0.15291 3.19657
H13 3.03584 1.66083 2.53746
H14 -1.47047 -1.23529 0.85692
H15 -0.32411 -0.66612 -0.31863
H16 -2.66560 0.70688 0.91183
H17 -1.31220 1.77653 0.64740
H18 -3.15463 5.56144 -1.84180
H19 -0.10799 -2.18325 2.56579
H20 1.52945 -1.61077 2.81849
H21 0.36715 -3.05229 0.46678
H22 3.11892 -3.27071 1.66176
H23 2.13219 -4.53480 0.95948
H24 1.72965 -3.87726 2.57678
H25 3.43473 -2.56119 -1.18572
H26 2.12424 -3.69450 -0.93875
H27 2.60703 -4.11735 -3.27030
H28 1.76934 -3.81566 -5.52720
H29 0.42170 -1.80672 -6.10645
H30 0.01463 -0.08464 -4.31267
H31 0.88430 -0.40131 -2.07038
C27 0.35680 4.65246 -3.40209
C28 1.44890 4.67594 -4.44971
O7 1.34593 3.54948 -5.34313
C29 0.46068 3.67198 -6.32146
O8 -0.24617 4.61187 -6.53376
C30 0.48839 2.41262 -7.20400
F2 0.50389 1.30279 -6.45801
F3 1.58329 2.40965 -7.97602
F4 -0.57680 2.36608 -7.99786
H32 0.36523 3.70936 -2.85675
H33 0.49207 5.45930 -2.69821
H34 -0.62635 4.75651 -3.86351
H35 2.42809 4.58666 -3.98367
H36 1.43845 5.60209 -5.02419
C31 -3.54642 3.30774 5.13711
C32 -4.93770 3.15440 4.56780
O9 -5.77719 2.35363 5.42923
C33 -6.31952 2.97918 6.46226
O10 -6.19068 4.13069 6.75398
C34 -7.20792 1.99870 7.24805
F5 -6.59362 0.82444 7.43547
F6 -8.34398 1.76758 6.57544
F7 -7.52397 2.49619 8.43893
H37 -3.10781 2.33065 5.33450
H38 -2.91219 3.83970 4.43685
H39 -3.56651 3.85999 6.07787
H40 -4.90307 2.61769 3.62144
H41 -5.40965 4.11893 4.38460
C35 0.00290 -9.93490 -0.34959
C36 1.31804 -10.07305 -1.08443
O11 1.89992 -8.78229 -1.36109
C37 2.56160 -8.21678 -0.36293
O12 2.72509 -8.65992 0.73403
C38 3.15112 -6.87588 -0.83212
F8 2.25017 -6.15726 -1.51859
F9 4.20200 -7.08223 -1.63332
F10 3.55519 -6.14629 0.20502
H42 -0.67972 -9.29318 -0.90745
H43 -0.45954 -10.91268 -0.22064
H44 0.14758 -9.48932 0.63413
H45 1.16630 -10.53425 -2.05769
H46 2.02755 -10.68683 -0.53112

Atoms 1-2, force components in eV/Å:
0.20 -0.24 0.14
-0.27 0.69 -0.68


| no. | calculated total energy (eV) | Kohn-Sham gap (eV) |
| --- | --- | --- |
| 1 | -53210.6036 | 10.25 |
| 2 | -28217.7037 | 10.46 |
| 3 | -116545.7187 | 9.46 |